<A>
21
Properties=species:S:1:pos:R:3 method="wB97M-V/def2-TZVPD" orbital_gap_ev=10.5547 e_homo_ev=-10.8676 smiles=O.O.O.O.O.O.O lumo_energy_ev=-0.31
O -15.573 -8.448 10.931
H -15.623 -8.675 11.868
H -15.770 -9.276 10.478
O -11.330 -6.807 13.909
H -11.482 -6.591 14.838
H -10.553 -7.379 13.916
O -14.100 -9.924 15.502
H -13.159 -9.775 15.627
H -14.421 -9.141 15.033
O -13.124 -8.387 9.307
H -13.773 -7.941 9.866
H -12.710 -7.682 8.800
O -14.178 -7.509 13.616
H -13.248 -7.293 13.793
H -14.273 -7.380 12.662
O -11.797 -6.068 11.068
H -11.423 -6.641 11.745
H -12.256 -5.384 11.566
O -16.403 -6.342 15.153
H -16.047 -5.593 15.638
H -15.667 -6.676 14.618

---

<B>
21
Properties=species:S:1:pos:R:3 method="wB97M-V/def2-TZVPD" orbital_gap_ev=11.3760 e_homo_ev=-11.2731 smiles=O.O.O.O.O.O.O lumo_energy_ev=0.10
O -0.411 -0.820 0.131
H -0.729 -0.547 -0.737
H -0.130 0.003 0.547
O -0.311 1.757 2.441
H 0.099 0.897 2.585
H 0.265 2.373 2.907
O -2.853 2.825 -0.216
H -2.283 2.466 -0.906
H -2.432 3.658 0.025
O 2.149 -2.431 2.119
H 2.485 -3.004 2.818
H 2.074 -1.567 2.540
O 4.365 -0.855 -2.063
H 4.904 -1.449 -1.529
H 3.464 -1.169 -1.925
O 1.176 1.953 -1.609
H 1.842 1.258 -1.662
H 1.691 2.768 -1.578
O -5.314 -2.860 -0.988
H -5.076 -3.293 -1.815
H -4.974 -1.964 -1.085

---

<C>
21
Properties=species:S:1:pos:R:3 method="wB97M-V/def2-TZVPD" orbital_gap_ev=10.6731 e_homo_ev=-10.6300 smiles=O.O.O.O.O.O.O lumo_energy_ev=0.04
O -1.382 -0.322 -0.233
H -0.373 -0.379 -0.098
H -1.713 -0.961 -0.838
O -2.938 -3.519 1.046
H -2.661 -3.146 0.207
H -3.211 -4.444 0.869
O 1.969 1.710 -1.323
H 1.958 2.274 -2.006
H 1.258 1.086 -1.447
O 1.850 -2.773 -2.140
H 1.390 -3.097 -1.338
H 1.785 -3.514 -2.718
O 3.143 2.380 2.041
H 3.829 2.674 1.539
H 2.745 1.551 1.741
O -3.497 -0.754 0.932
H -3.194 -0.174 0.185
H -3.864 -0.243 1.570
O 0.670 3.879 0.360
H 0.612 3.531 1.231
H 1.622 4.241 0.420

---

<D>
21
Properties=species:S:1:pos:R:3 method="wB97M-V/def2-TZVPD" orbital_gap_ev=11.2935 e_homo_ev=-11.2264 smiles=O.O.O.O.O.O.O lumo_energy_ev=0.07
O -0.495 1.371 1.609
H -1.302 1.174 2.099
H -0.212 0.515 1.270
O -2.132 -0.209 1.157
H -3.036 -0.531 1.067
H -2.022 0.393 0.413
O 3.993 -1.611 -0.367
H 3.204 -1.092 -0.557
H 3.951 -2.341 -0.995
O 4.116 2.793 -0.543
H 3.348 2.222 -0.427
H 4.845 2.284 -0.172
O -3.028 1.904 -0.916
H -3.461 1.045 -0.851
H -3.533 2.370 -1.591
O 1.091 -2.114 0.602
H 1.652 -1.338 0.492
H 0.419 -1.830 1.232
O -2.570 -1.342 -1.372
H -2.281 -1.412 -0.455
H -2.547 -2.250 -1.695

---

<A> is favored, and the nearest alternative lies 72.6 kJ/mol above it.

---

<A>
21
Properties=species:S:1:pos:R:3 method="wB97M-V/def2-TZVPD" orbital_gap_ev=11.3904 e_homo_ev=-10.8428 smiles=O.O.O.O.O.O.O lumo_energy_ev=0.55
O 8.798 4.307 7.911
H 7.816 4.190 7.804
H 9.101 3.487 8.294
O 4.033 3.227 8.297
H 3.090 3.431 8.444
H 3.991 2.492 7.698
O 6.394 3.609 9.189
H 5.571 3.118 9.357
H 6.913 3.761 9.997
O 6.241 4.355 6.370
H 6.414 4.303 5.415
H 6.004 3.449 6.595
O 3.798 3.094 5.506
H 4.254 3.154 4.662
H 4.258 3.683 6.130
O 6.420 3.678 3.336
H 6.414 2.719 3.276
H 7.253 4.021 2.952
O 8.659 4.471 4.971
H 9.511 4.543 4.530
H 8.889 4.510 5.910

---

<B>
21
Properties=species:S:1:pos:R:3 method="wB97M-V/def2-TZVPD" orbital_gap_ev=10.5202 e_homo_ev=-10.5531 smiles=O.O.O.O.O.O.O lumo_energy_ev=-0.03
O 2.276 -0.657 0.646
H 2.122 -1.136 1.486
H 3.021 -0.731 0.118
O 1.789 1.797 2.003
H 1.966 1.135 1.196
H 2.497 1.629 2.704
O -3.204 -0.479 -1.511
H -3.274 -0.098 -2.377
H -2.325 -0.943 -1.690
O -0.877 -1.088 -2.635
H -0.803 -1.930 -3.129
H -0.374 -0.805 -1.932
O 0.239 -0.521 0.082
H -0.027 0.345 -0.275
H 1.124 -0.298 0.113
O -0.248 -0.742 2.652
H 0.154 -1.643 2.820
H -0.101 -0.659 1.815
O -0.950 2.137 -0.611
H -1.513 2.739 -0.049
H -1.499 1.956 -1.424

---

<A> is favored, and the nearest alternative lies 286.4 kJ/mol above it.

---

<A>
21
Properties=species:S:1:pos:R:3 method="wB97M-V/def2-TZVPD" orbital_gap_ev=11.1511 e_homo_ev=-11.3540 smiles=O.O.O.O.O.O.O lumo_energy_ev=-0.20
O 0.382 0.612 -1.114
H 1.239 0.301 -1.394
H 0.469 1.049 -0.235
O 1.694 -2.998 -2.073
H 1.051 -3.336 -1.340
H 1.655 -3.795 -2.619
O 0.928 -2.066 2.120
H 1.319 -2.516 2.781
H 1.493 -1.365 1.762
O 1.709 1.481 3.743
H 2.144 1.429 2.896
H 1.318 2.382 3.701
O -3.472 1.065 1.954
H -3.397 0.096 1.767
H -2.625 1.173 2.297
O -0.121 4.577 -3.977
H -0.387 4.319 -3.060
H 0.701 4.199 -4.034
O -1.761 -2.218 -1.371
H -1.578 -2.121 -0.466
H -2.761 -2.268 -1.339

---

<B>
21
Properties=species:S:1:pos:R:3 method="wB97M-V/def2-TZVPD" orbital_gap_ev=11.2888 e_homo_ev=-11.1101 smiles=O.O.O.O.O.O.O lumo_energy_ev=0.18
O -20.066 14.928 -6.978
H -20.666 14.194 -6.843
H -19.650 14.774 -7.835
O -17.183 18.802 -6.383
H -16.310 18.348 -6.452
H -17.140 19.455 -5.686
O -15.001 17.316 -6.075
H -14.400 18.036 -5.864
H -15.278 16.880 -5.226
O -16.867 14.737 -5.917
H -16.972 15.542 -5.389
H -17.692 14.748 -6.379
O -18.986 16.315 -2.344
H -18.387 15.533 -2.390
H -19.276 16.568 -3.207
O -18.592 16.818 -5.271
H -19.396 16.630 -5.754
H -18.050 17.480 -5.756
O -16.931 18.822 -3.301
H -17.864 18.729 -3.285
H -16.647 17.916 -3.528

---

<B> is favored, and the nearest alternative lies 141.1 kJ/mol above it.

---

<A>
21
Properties=species:S:1:pos:R:3 method="wB97M-V/def2-TZVPD" orbital_gap_ev=10.5306 e_homo_ev=-10.6083 smiles=O.O.O.O.O.O.O lumo_energy_ev=-0.08
O -1.153 -0.860 2.716
H -1.999 -0.492 2.435
H -0.945 -0.386 3.532
O 0.438 -0.074 -3.447
H 0.249 -1.006 -3.298
H 0.641 -0.017 -4.389
O 1.750 -2.241 2.505
H 0.995 -1.639 2.481
H 1.464 -2.966 3.068
O 0.205 2.387 1.998
H 0.233 1.701 1.298
H -0.580 2.908 1.805
O 1.528 2.261 -2.286
H 2.392 1.932 -2.021
H 1.037 1.472 -2.569
O -1.960 -0.660 -1.433
H -1.516 -0.900 -2.251
H -2.348 -1.481 -1.111
O 0.243 0.102 0.341
H -0.299 -0.024 -0.455
H -0.375 -0.017 1.080

---

<B>
21
Properties=species:S:1:pos:R:3 method="wB97M-V/def2-TZVPD" orbital_gap_ev=9.8871 e_homo_ev=-10.0775 smiles=O.O.O.O.O.O.O lumo_energy_ev=-0.19
O -2.743 5.462 -0.297
H -2.335 4.870 -0.935
H -2.032 5.672 0.333
O -0.834 7.018 1.196
H -0.604 7.927 0.971
H -0.622 6.938 2.127
O 1.083 1.350 2.105
H 0.731 0.612 2.617
H 1.829 1.673 2.622
O -4.066 1.657 1.426
H -3.117 1.787 1.528
H -4.153 0.783 1.030
O 1.370 5.298 2.774
H 0.990 6.156 2.977
H 2.219 5.298 3.231
O -0.872 3.616 1.767
H -0.172 4.234 2.021
H -0.421 2.770 1.623
O -2.833 4.492 3.601
H -2.246 3.972 3.020
H -2.311 4.653 4.393

---

<C>
21
Properties=species:S:1:pos:R:3 method="wB97M-V/def2-TZVPD" orbital_gap_ev=9.1546 e_homo_ev=-9.2281 smiles=O.O.O.O.O.O.O lumo_energy_ev=-0.07
O -6.753 -19.205 -9.818
H -5.877 -19.423 -9.498
H -6.655 -18.338 -10.213
O -8.428 -19.117 -8.165
H -7.723 -19.758 -8.252
H -8.361 -18.808 -7.261
O -5.058 -16.103 -11.231
H -5.670 -16.715 -10.824
H -5.435 -15.924 -12.093
O -5.357 -21.137 -8.995
H -5.300 -20.912 -8.066
H -4.455 -21.332 -9.250
O -6.714 -16.961 -10.057
H -7.514 -16.453 -10.193
H -6.487 -16.812 -9.139
O -7.565 -21.361 -8.307
H -7.960 -21.848 -9.031
H -6.729 -21.051 -8.654
O -5.519 -20.624 -11.823
H -5.358 -20.714 -10.883
H -5.072 -21.374 -12.215

---

<A> is favored, and the nearest alternative lies 17.8 kJ/mol above it.

---

<A>
21
Properties=species:S:1:pos:R:3 method="wB97M-V/def2-TZVPD" orbital_gap_ev=10.3830 e_homo_ev=-10.3726 smiles=O.O.O.O.O.O.O lumo_energy_ev=0.01
O -0.050 0.965 -0.357
H -0.537 0.235 -0.756
H 0.687 1.112 -0.961
O -2.319 -1.760 -2.524
H -3.238 -2.051 -2.528
H -1.933 -2.214 -1.766
O -0.885 -2.429 2.735
H -0.808 -2.226 1.795
H -1.562 -1.820 3.051
O 2.302 -1.935 -3.296
H 3.133 -1.862 -2.814
H 2.321 -1.193 -3.910
O 3.406 2.805 2.052
H 3.711 2.545 2.929
H 3.692 2.084 1.481
O 0.369 3.183 0.084
H 0.396 3.021 1.033
H 1.285 3.080 -0.198
O -3.703 -0.622 1.333
H -3.342 0.244 1.112
H -2.924 -1.163 1.506

---

<B>
21
Properties=species:S:1:pos:R:3 method="wB97M-V/def2-TZVPD" orbital_gap_ev=9.5787 e_homo_ev=-10.1484 smiles=O.O.O.O.O.O.O lumo_energy_ev=-0.57
O 0.503 -0.584 2.939
H 0.752 0.302 2.683
H -0.424 -0.602 3.065
O -0.649 0.218 -2.948
H -0.359 -0.482 -2.411
H -0.107 0.971 -2.881
O -3.097 0.472 -1.722
H -2.329 0.480 -2.245
H -2.721 0.343 -0.872
O -1.923 0.603 0.741
H -2.210 0.427 1.636
H -1.393 1.408 0.708
O 2.007 0.878 -1.288
H 1.285 0.263 -1.117
H 2.265 1.352 -0.442
O 2.588 -1.006 1.028
H 2.027 -1.120 1.772
H 3.470 -1.033 1.408
O 0.009 -1.047 -0.412
H -0.547 -0.628 0.265
H 0.846 -1.213 0.083

---

<C>
21
Properties=species:S:1:pos:R:3 method="wB97M-V/def2-TZVPD" orbital_gap_ev=11.3835 e_homo_ev=-11.0347 smiles=O.O.O.O.O.O.O lumo_energy_ev=0.35
O -2.678 -0.513 0.793
H -2.933 0.233 1.367
H -1.799 -0.799 1.165
O 1.418 1.038 1.282
H 2.045 1.472 1.891
H 2.009 0.579 0.615
O -0.217 2.544 -0.525
H -0.880 2.953 0.047
H 0.357 2.114 0.142
O -1.515 0.245 -1.518
H -2.088 0.096 -0.708
H -1.104 1.106 -1.368
O -0.238 -1.345 1.519
H 0.057 -1.700 0.657
H 0.355 -0.551 1.612
O 2.728 -0.418 -0.505
H 1.963 -0.862 -0.990
H 3.200 -1.123 -0.047
O 0.365 -1.595 -1.189
H 0.245 -2.265 -1.872
H -0.338 -0.904 -1.372

---

<D>
21
Properties=species:S:1:pos:R:3 method="wB97M-V/def2-TZVPD" orbital_gap_ev=10.1669 e_homo_ev=-10.3667 smiles=O.O.O.O.O.O.O lumo_energy_ev=-0.20
O 9.547 2.068 -18.297
H 9.971 2.614 -18.961
H 10.115 2.035 -17.513
O 5.732 3.855 -19.882
H 5.475 3.846 -18.944
H 5.536 4.768 -20.166
O 7.662 2.355 -20.731
H 8.365 2.278 -20.063
H 6.949 3.032 -20.554
O 6.067 0.287 -21.388
H 6.798 0.964 -21.346
H 5.877 0.202 -20.469
O 8.248 5.863 -19.137
H 7.986 4.954 -19.309
H 7.815 6.297 -19.830
O 8.957 -0.723 -18.232
H 8.640 -1.216 -19.045
H 8.945 0.175 -18.500
O 6.971 2.527 -17.038
H 6.806 3.345 -16.667
H 7.866 2.503 -17.348

---

<C> is favored, and the nearest alternative lies 159.3 kJ/mol above it.

---

<A>
21
Properties=species:S:1:pos:R:3 method="wB97M-V/def2-TZVPD" orbital_gap_ev=10.3515 e_homo_ev=-9.7378 smiles=O.O.O.O.O.O.O lumo_energy_ev=0.61
O 0.880 -0.871 0.432
H 1.048 0.074 0.514
H -0.076 -0.948 0.526
O -2.780 1.573 1.298
H -3.449 2.257 1.188
H -2.560 1.608 2.236
O -4.181 -0.320 -0.225
H -4.329 -0.681 0.657
H -4.451 0.602 -0.149
O 1.356 3.880 -1.510
H 2.164 3.734 -2.015
H 0.913 4.597 -1.976
O 3.974 0.231 1.572
H 4.924 0.103 1.665
H 3.590 -0.519 2.041
O 1.534 -2.582 -1.072
H 1.391 -2.154 -1.923
H 2.491 -2.580 -0.965
O -0.954 -2.482 -0.446
H -1.075 -2.246 -1.373
H -0.408 -3.275 -0.475

---

<B>
21
Properties=species:S:1:pos:R:3 method="wB97M-V/def2-TZVPD" orbital_gap_ev=11.0168 e_homo_ev=-10.6173 smiles=O.O.O.O.O.O.O lumo_energy_ev=0.40
O 2.326 -0.537 -2.161
H 3.301 -0.512 -2.474
H 2.388 -1.203 -1.398
O 2.156 -2.047 0.206
H 1.510 -1.564 0.749
H 1.822 -2.922 0.149
O 1.021 1.468 -0.872
H 1.640 0.904 -1.456
H 0.959 0.786 -0.071
O -2.712 1.437 0.997
H -3.630 1.305 0.581
H -2.090 1.343 0.199
O -1.427 0.166 2.702
H -0.719 0.787 3.045
H -1.989 0.649 2.121
O 0.116 -0.575 0.836
H -0.335 -0.992 -0.083
H -0.590 -0.190 1.539
O -1.346 0.362 -1.185
H -1.851 0.421 -2.085
H -0.552 0.912 -1.338

---

<C>
21
Properties=species:S:1:pos:R:3 method="wB97M-V/def2-TZVPD" orbital_gap_ev=10.8439 e_homo_ev=-10.6501 smiles=O.O.O.O.O.O.O lumo_energy_ev=0.19
O -3.057 0.037 -0.049
H -2.288 -0.559 0.074
H -3.296 -0.379 -0.811
O 1.613 -3.645 0.088
H 1.109 -3.909 -0.682
H 1.636 -2.741 0.230
O -2.393 2.515 -0.862
H -2.154 2.875 0.031
H -2.338 1.558 -0.899
O 1.361 1.524 -1.669
H 1.490 2.417 -1.376
H 0.639 1.776 -2.220
O -0.073 -0.082 0.032
H 0.507 -0.720 0.253
H 0.199 0.608 -0.640
O 2.108 -1.101 0.409
H 2.539 -1.089 1.295
H 2.869 -1.444 -0.193
O 0.203 0.680 2.581
H 0.083 0.628 1.590
H -0.757 1.052 2.817

---

<D>
21
Properties=species:S:1:pos:R:3 method="wB97M-V/def2-TZVPD" orbital_gap_ev=10.6540 e_homo_ev=-10.5410 smiles=O.O.O.O.O.O.O lumo_energy_ev=0.11
O 0.435 -0.537 0.082
H 1.074 -0.096 -0.501
H 0.289 0.049 0.809
O -1.333 1.246 0.382
H -1.805 1.979 -0.035
H -1.921 0.977 1.027
O 0.851 -1.181 -4.360
H 0.609 -0.450 -4.956
H 0.529 -0.966 -3.547
O -0.530 -3.461 1.789
H -0.730 -3.623 0.863
H 0.166 -4.091 1.946
O -1.918 -1.032 -1.595
H -2.402 -0.233 -1.831
H -1.975 -1.620 -2.374
O 1.936 1.976 -0.053
H 1.742 2.750 0.448
H 1.128 1.573 0.035
O 0.709 2.709 3.875
H 1.069 2.461 3.000
H 1.025 3.523 4.153

---

<B> is favored, and the nearest alternative lies 103.4 kJ/mol above it.

---

<A>
21
Properties=species:S:1:pos:R:3 method="wB97M-V/def2-TZVPD" orbital_gap_ev=10.8483 e_homo_ev=-10.8811 smiles=O.O.O.O.O.O.O lumo_energy_ev=-0.03
O -2.104 0.140 -1.372
H -2.495 0.990 -1.671
H -2.396 0.199 -0.480
O 0.788 1.508 1.842
H 1.616 1.133 2.127
H 0.133 0.929 2.196
O -1.920 -2.600 -2.825
H -1.549 -3.073 -2.115
H -2.001 -1.718 -2.484
O 0.701 -1.796 1.479
H 1.600 -1.913 1.767
H 0.591 -1.183 0.793
O 0.760 0.119 -0.741
H -0.151 0.019 -1.104
H 0.709 0.689 0.003
O 3.081 -1.253 -0.825
H 2.796 -1.831 -1.511
H 2.326 -0.674 -0.754
O -1.127 3.404 1.668
H -1.021 3.965 2.446
H -0.336 2.946 1.564

---

<B>
21
Properties=species:S:1:pos:R:3 method="wB97M-V/def2-TZVPD" orbital_gap_ev=11.2951 e_homo_ev=-11.0275 smiles=O.O.O.O.O.O.O lumo_energy_ev=0.27
O 1.024 2.306 -1.120
H 1.479 2.982 -0.565
H 1.529 1.546 -0.906
O 0.573 -2.395 -0.657
H -0.391 -2.350 -0.579
H 0.643 -2.054 -1.519
O 2.859 0.083 -0.010
H 2.639 -0.020 0.913
H 2.099 -0.315 -0.491
O -3.170 0.105 0.345
H -2.571 0.759 0.790
H -3.546 0.691 -0.299
O -0.845 1.144 1.150
H -0.382 1.664 0.415
H -0.255 0.343 1.244
O 1.022 -0.785 1.562
H 0.414 -0.902 2.321
H 0.954 -1.652 1.115
O -1.327 -0.710 -1.366
H -1.846 -0.463 -0.571
H -0.901 0.023 -1.772

---

<C>
21
Properties=species:S:1:pos:R:3 method="wB97M-V/def2-TZVPD" orbital_gap_ev=11.5555 e_homo_ev=-11.1636 smiles=O.O.O.O.O.O.O lumo_energy_ev=0.39
O 5.614 4.904 9.306
H 6.336 4.919 9.944
H 6.116 4.846 8.466
O 3.612 4.564 3.789
H 3.143 5.392 3.601
H 3.512 4.380 4.733
O 7.300 2.772 5.303
H 7.267 3.582 4.748
H 8.041 2.186 5.098
O 3.456 2.827 9.418
H 3.133 3.717 9.331
H 4.384 3.043 9.652
O 4.406 3.593 6.511
H 5.364 3.527 6.339
H 4.185 3.377 7.429
O 7.597 4.911 7.587
H 7.597 4.201 6.948
H 8.283 4.770 8.237
O 6.624 4.898 3.853
H 6.846 4.856 2.931
H 5.684 5.144 3.799

---

<C> is favored, and the nearest alternative lies 37.6 kJ/mol above it.